DFT (the ωB97M-V functional and the def2-TZVPD basis) results for C4H8N2O as an isolated structure in a non-equilibrium geometry.

E_HOMO = -9.3 eV
DFT total energy = -9297.71240 eV
gap between HOMO and LUMO = 0.35914 hartree
spin multiplicity = 1
LUMO level = 0.49 eV
energy relative to the best compared isomer or geometry (same formula, charge and spin) = 837.6 kJ/mol

Last column: natural (NBO) charge in e.
Positions of all 15 atoms, in Å:
1 C 1.18213 -0.54924 -1.25154  -0.089
2 C -0.36054 -0.75334 -1.16765  -0.504
3 C -1.40178 0.21307 -0.45527  0.123
4 C -0.26440 0.99340 2.53655  -0.111
5 H 1.68546 0.63561 0.36028  0.497
6 H 1.45407 -1.51693 -1.89037  0.183
7 H 1.21261 0.22979 -2.09173  0.163
8 H -0.76329 -0.96037 -2.33780  0.228
9 H -0.51556 -1.74041 -0.45829  0.232
10 H -2.65398 0.22217 -0.77588  0.199
11 H -1.40165 0.79141 2.90276  0.271
12 H 0.93142 1.11160 2.76636  0.253
13 N -1.23946 0.71963 0.65089  -0.373
14 N 0.14282 1.11959 1.28004  -0.341
15 O 1.99215 -0.51601 -0.06834  -0.731

Forces on the atoms, in the same order (eV/Å):
-0.50 -1.72 -2.67
-2.13 -1.97 -0.23
-1.46 -2.35 -2.63
4.78 1.11 -2.16
1.06 -5.09 -1.29
-0.10 1.77 1.63
1.09 -0.13 1.63
1.13 0.34 3.35
0.07 2.08 -2.07
3.80 -0.51 0.61
3.23 0.40 -0.76
-3.06 -0.29 2.66
0.80 3.54 1.19
-6.28 -2.73 0.89
-2.44 5.56 -0.15